[1]
ORCA calculation (ωB97M-V/def2-TZVPD) on a cluster of 2 separate species, C4H10N in total at a distorted geometry.

Properties
2S+1 = 2
Net charge = +2
HOMO level (alpha / beta) = -20.35 / -20.34 eV
Expectation value of S² = 0.756

Structure (XYZ):
```
15
Properties=species:S:1:pos:R:3:nbo_charge:R:1
H 0.92 1.41 -1.20 0.1730
C -0.52 0.32 1.57 0.3023
H -0.94 -0.15 2.46 0.2625
H -2.08 -1.78 1.04 0.3063
H -0.75 -1.40 -1.80 0.2584
H -1.68 -2.99 -1.27 0.3062
H 2.19 0.86 0.06 0.2055
C -1.42 -1.42 0.19 0.2100
H 0.07 -0.07 -0.23 0.4852
C 1.79 1.70 -0.58 -0.9146
H 0.08 1.24 1.63 0.3028
C -1.29 -1.98 -1.04 0.0340
N -0.62 -0.31 0.47 -0.4887
H 2.65 1.95 -1.28 0.3033
H 1.59 2.63 -0.02 0.2537
```



[2]
ORCA calculation (ωB97M-V/def2-TZVPD) on a cluster of 2 separate species, C6H9N in total.

Properties
SMILES = CC1=C2C[C@H]12.C=N
HOMO level = -8.25 eV

Structure (XYZ):
```
16
Properties=species:S:1:pos:R:3:mulliken_charge:R:1
H 0.87 0.80 -1.93 0.2235
C -0.26 -1.06 0.31 0.8585
H -1.41 1.29 0.69 0.1480
C 0.21 1.54 -1.48 -0.3591
C -1.10 0.58 1.46 -0.2110
C -1.40 -0.89 1.07 -0.6936
H 0.75 -1.70 -1.47 0.2400
N 0.58 2.52 -0.76 -0.4839
H 1.60 2.51 -0.66 0.2411
H -1.34 0.91 2.47 0.2587
H 1.22 -2.55 0.01 0.2682
H -0.35 -2.90 -0.75 0.3195
C 0.37 -2.11 -0.53 -1.0222
H -0.87 1.39 -1.63 0.3601
H 0.96 -0.24 1.98 0.2222
C 0.18 -0.09 1.22 -0.3702
```



[3]
ORCA calculation (ωB97M-V/def2-TZVPD) on the molecule C4H10O2.

Properties
SMILES = CCOCCO
HOMO level = -9.92 eV

Structure (XYZ):
```
16
Properties=species:S:1:pos:R:3:nbo_charge:R:1
H -2.90 -1.26 -0.65 0.2182
H 3.11 0.16 -0.01 0.1788
C -1.13 -0.04 -0.62 -0.0593
H -1.60 0.72 -1.26 0.1701
O 1.62 -0.98 0.82 -0.7258
H 0.68 -0.72 0.93 0.4757
C -2.24 -0.82 0.10 -0.6292
H -2.86 -0.19 0.75 0.2151
H 2.43 0.83 1.47 0.1542
H 1.14 2.10 -0.20 0.1876
O -0.21 0.61 0.27 -0.5705
H 1.18 0.69 -1.32 0.1774
H -0.58 -0.74 -1.26 0.1733
C 2.17 0.28 0.55 -0.0857
C 1.08 1.01 -0.27 -0.0925
H -1.86 -1.65 0.71 0.2128
```



The following ΔE to the lowest compared entry with this formula, charge and spin values (in kJ/mol) correspond, in order, to the records above: 250.3; 500.2; 134.1.